(1)
Molecular formula: C16H16Br2F9N2O3SiTc
Method: DFT, ωB97M-V with the def2-TZVPD basis set

Geometry as XYZ:
```
50
Properties=species:S:1:pos:R:3:lowdin_charge:R:1
Tc 0.44177 -0.92095 0.48717 1.262
Br 0.38778 -0.94453 3.18713 0.805
C 0.70346 -2.85335 3.08237 -0.854
Br 0.21410 -3.44905 1.30167 0.820
H 0.07276 -3.35582 3.80595 0.025
H 1.76247 -3.03017 3.21574 0.004
O 0.45519 -1.04099 -1.44825 -0.223
N 0.50781 0.09252 -2.09650 0.089
N 0.58794 1.08610 -1.34092 -0.144
O 0.60839 0.92582 -0.01878 -0.190
C 0.70689 2.43469 -1.85638 -0.161
C 0.73084 2.62325 -3.22985 -0.002
C 0.85372 3.91855 -3.70009 -0.048
C 0.95117 4.98325 -2.81189 -0.050
C 0.92499 4.75990 -1.44365 -0.048
C 0.80113 3.47142 -0.94607 0.002
H 0.65910 1.78773 -3.90933 0.118
H 0.87585 4.09459 -4.76612 0.117
H 1.04976 5.99095 -3.19031 0.116
H 1.00220 5.58858 -0.75419 0.117
H 0.78306 3.28249 0.11582 0.119
F 5.19161 -1.06067 -1.20368 0.204
C 3.89428 -1.09565 -0.92297 -0.550
F 3.31480 -2.03650 -1.66793 0.184
F 3.35497 0.08309 -1.28540 0.158
C 3.63286 -1.34696 0.59203 -0.245
O 2.28988 -1.32655 0.84251 -0.379
C 4.18953 -2.74283 1.01259 -0.549
F 3.92870 -2.96203 2.31474 0.155
F 3.58791 -3.71479 0.32545 0.170
F 5.50078 -2.83718 0.82899 0.203
C 4.27828 -0.21359 1.45330 -0.551
F 3.73992 0.96454 1.11362 0.172
F 5.59528 -0.13583 1.30551 0.201
F 4.00280 -0.42045 2.74697 0.166
C -5.22334 -1.92384 1.86608 -0.177
Si -4.61190 -0.71643 0.59160 0.439
C -5.02337 1.04238 1.03110 -0.180
C -5.15753 -1.16408 -1.12666 -0.178
C -2.73694 -0.84273 0.61168 -0.110
C -1.51136 -0.90574 0.60259 -0.351
H -6.31533 -1.89112 1.88339 0.042
H -4.86775 -1.69488 2.86967 0.036
H -4.92516 -2.94357 1.61942 0.037
H -6.10708 1.17479 1.04057 0.041
H -4.60817 1.74089 0.30410 0.036
H -4.64428 1.30991 2.01735 0.037
H -6.24656 -1.11518 -1.19002 0.041
H -4.85321 -2.18004 -1.38102 0.038
H -4.75003 -0.48989 -1.87907 0.037
```

The multiplicity is 2. The total charge is +1. Its frontier orbital gap (spin up / spin down) is 0.239 / 0.264 Ha. Its energy relative to the best compared isomer or geometry (same formula, charge and spin) is 25.90 kJ/mol. The LUMO energy (spin up / spin down) comes out at -5.83 / -5.41 eV. For the HOMO energy (spin up / spin down), the calculation gives -12.3 / -12.6 eV.

(2)
Molecular formula: C45H87BrF17N7O11PS
Method: DFT, ωB97M-V with the def2-TZVPD basis set

Geometry as XYZ:
```
170
Properties=species:S:1:pos:R:3:lowdin_charge:R:1
C 2.56004 2.07355 4.67144 -0.100
C 2.47754 0.69104 3.83025 -0.187
C 2.23480 1.11520 2.28114 -0.089
N 2.43400 -0.02058 1.32706 -0.029
O 3.24043 -1.03173 1.73237 0.081
C 1.87095 -0.09792 0.12281 -0.129
N 0.97937 1.00458 -0.21708 -0.045
C 1.36972 1.74549 -1.44029 -0.155
C 1.23883 3.35892 -1.29614 -0.128
C 2.65487 4.10165 -1.20548 -0.219
O 2.48623 5.18176 -0.23258 -0.105
C -0.39674 0.42168 -0.23479 -0.299
C -1.49784 1.22202 -1.06007 -0.382
S -3.18462 1.12457 -0.22116 0.872
C -3.43464 -0.54855 0.52855 -0.481
C -2.96838 -0.64329 2.07995 -0.149
C -0.35148 -1.15657 -0.60488 -0.130
C 0.94296 -1.51589 -1.53494 -0.424
P 0.66121 -3.30539 -2.10325 0.647
O 0.07073 -4.15182 -0.70983 -0.384
Br -1.06791 -3.31464 -3.57830 0.372
N 2.13349 -1.29861 -0.66549 0.075
C 3.41552 -1.27471 -1.36479 -0.290
F 4.17371 -0.12921 -0.96702 0.075
F 3.29838 -1.14156 -2.77724 0.088
C 4.30510 -2.61456 -1.16706 -0.203
F 3.85579 -3.59095 -2.09260 0.065
F 4.07181 -3.20719 0.09845 0.094
C 5.85707 -2.42058 -1.48101 -0.203
F 6.10961 -1.47577 -2.50463 0.107
F 6.29204 -3.64983 -2.04568 0.099
C 6.77255 -2.03991 -0.23157 -0.189
F 6.06666 -1.33270 0.78740 0.070
F 7.71920 -1.10000 -0.70730 0.110
C 7.47939 -3.26805 0.50594 -0.200
F 6.64141 -4.39714 0.65091 0.110
F 7.70142 -2.82756 1.84052 0.090
C 8.94027 -3.64039 -0.05036 -0.226
F 9.08564 -3.48078 -1.42727 0.128
F 9.80845 -2.67759 0.53461 0.096
C 9.44233 -5.05274 0.49148 -0.215
F 10.84978 -5.06331 0.30092 0.096
F 9.25434 -5.23920 1.86460 0.124
C 8.87698 -6.33446 -0.28007 -0.349
F 9.93966 -7.12607 -0.71621 0.132
F 8.20247 -7.12510 0.68121 0.096
F 7.94691 -6.06815 -1.27206 0.131
H 2.62213 2.99240 4.00049 0.076
H 1.70011 2.19569 5.39910 0.083
H 3.51235 2.02819 5.31043 0.089
H 3.46840 0.16610 3.99144 0.104
H 1.57775 0.06223 4.15082 0.125
H 1.19260 1.56412 2.25790 0.149
H 3.03740 1.89567 2.05134 0.145
H 4.08219 -0.58990 1.98500 0.140
H 0.89832 1.36169 -2.41375 0.134
H 2.49924 1.57478 -1.59024 0.120
H 0.72521 3.52862 -0.28514 0.120
H 0.53946 3.80126 -2.08163 0.123
H 3.44842 3.39131 -0.79747 0.117
H 2.91683 4.54220 -2.21813 0.132
H 2.86941 4.90874 0.62050 0.082
H -0.75910 0.43469 0.85927 0.127
H -1.30506 2.32888 -1.18888 0.080
H -1.64877 0.67159 -2.05642 0.090
H -4.57122 -0.71330 0.56189 0.084
H -3.01738 -1.41580 -0.06849 0.067
H -3.67543 -1.30906 2.69190 0.089
H -2.94605 0.36770 2.59250 0.064
H -1.93242 -1.13655 2.17046 0.052
H -1.24932 -1.36110 -1.28422 0.085
H -0.31763 -1.81904 0.31423 0.119
H 0.85808 -0.77824 -2.41205 0.130
H -0.53819 -4.82390 -1.08521 0.027
C -0.95821 -4.04720 3.26202 -0.115
O -2.07848 -4.35886 2.44907 -0.203
C -1.81012 -5.39596 1.50316 -0.222
C -2.62613 -6.64364 1.83698 -0.204
N -2.13633 -7.28223 3.05683 -0.053
C -3.02184 -8.33186 3.56700 -0.193
C -4.41027 -7.90165 4.06159 -0.219
O -4.37800 -7.08860 5.22881 -0.175
C -4.22439 -5.70049 4.97967 -0.102
H -1.21235 -3.17502 3.86721 0.083
H -0.72448 -4.87613 3.93647 0.084
H -0.08346 -3.80573 2.65024 0.080
H -0.74179 -5.62432 1.43323 0.116
H -2.13098 -5.02007 0.52614 0.105
H -2.55452 -7.35220 1.00578 0.125
H -3.67304 -6.33835 1.94244 0.105
H -2.02958 -6.57784 3.77815 0.068
H -2.49814 -8.79891 4.40629 0.120
H -3.13642 -9.10452 2.79908 0.119
H -4.94440 -8.81119 4.35108 0.122
H -5.01478 -7.43657 3.27561 0.109
H -4.67654 -5.39293 4.03301 0.088
H -3.16843 -5.42607 5.00424 0.068
H -4.71852 -5.15724 5.78842 0.090
C -8.75957 0.62666 1.11165 -0.116
O -8.69898 2.02262 1.35849 -0.199
C -9.40522 2.41265 2.53843 -0.206
C -8.42785 2.92164 3.59632 -0.208
N -7.61795 1.82954 4.13450 -0.054
C -6.49933 2.28149 4.96354 -0.196
C -5.39042 3.08501 4.26933 -0.217
O -4.64128 2.33036 3.32196 -0.196
C -5.20045 2.29644 2.01598 -0.126
H -8.30069 0.43533 0.14024 0.087
H -8.19892 0.07260 1.87147 0.076
H -9.79498 0.27694 1.08327 0.089
H -10.03253 1.60552 2.92983 0.123
H -10.06812 3.23457 2.25165 0.122
H -8.99098 3.38743 4.41079 0.124
H -7.79970 3.68719 3.12772 0.103
H -7.24416 1.28580 3.36476 0.066
H -6.04415 1.38152 5.38860 0.116
H -6.89205 2.86223 5.80510 0.119
H -4.67504 3.38079 5.04260 0.118
H -5.75625 4.01744 3.82739 0.111
H -5.75132 3.20845 1.77194 0.098
H -5.84377 1.42126 1.90342 0.073
H -4.37742 2.18855 1.30156 -0.033
C -5.33303 0.81055 -5.93662 -0.117
O -6.32957 -0.19451 -6.03399 -0.199
C -6.64891 -0.53580 -7.38509 -0.205
C -6.21001 -1.96738 -7.68738 -0.207
N -4.75227 -2.07259 -7.73682 -0.055
C -4.26420 -3.45249 -7.77378 -0.194
C -4.52761 -4.32372 -6.53747 -0.213
O -3.82526 -3.89746 -5.37370 -0.236
C -4.49633 -2.90616 -4.60968 -0.129
H -5.23756 1.09072 -4.88620 0.085
H -4.36477 0.43289 -6.28073 0.076
H -5.61246 1.69821 -6.51044 0.089
H -6.22152 0.17260 -8.10179 0.123
H -7.73779 -0.47831 -7.47559 0.122
H -6.62597 -2.27420 -8.65182 0.124
H -6.62784 -2.61466 -6.90850 0.103
H -4.36084 -1.61838 -6.91931 0.066
H -3.18086 -3.39520 -7.91791 0.117
H -4.67283 -3.95086 -8.65929 0.120
H -4.14636 -5.32421 -6.76163 0.121
H -5.59458 -4.45006 -6.32759 0.112
H -5.58373 -2.99532 -4.66900 0.093
H -4.17800 -1.91046 -4.92261 0.069
H -4.19895 -3.02707 -3.56488 0.060
C 7.06784 5.61123 -0.54971 -0.116
O 6.37155 6.36504 0.42913 -0.209
C 7.24053 6.96770 1.39178 -0.209
C 7.21184 8.48857 1.25213 -0.210
N 7.86589 8.91649 0.01708 -0.055
C 7.65601 10.33112 -0.29913 -0.194
C 6.22138 10.77432 -0.62015 -0.219
O 5.70679 10.22530 -1.82799 -0.177
C 5.09994 8.95043 -1.68769 -0.102
H 6.32901 5.09600 -1.16622 0.080
H 7.65788 6.26608 -1.19756 0.082
H 7.71640 4.86394 -0.08369 0.086
H 8.26198 6.57964 1.32565 0.122
H 6.85068 6.70068 2.37908 0.117
H 7.72754 8.93707 2.10680 0.124
H 6.16319 8.80510 1.27553 0.103
H 7.51043 8.36223 -0.75380 0.067
H 8.27668 10.54925 -1.17327 0.119
H 8.04599 10.94087 0.52304 0.118
H 6.24659 11.85671 -0.77606 0.121
H 5.53005 10.60763 0.21275 0.109
H 4.63520 8.81380 -0.70777 0.088
H 5.82948 8.16113 -1.87640 0.068
H 4.32329 8.86217 -2.45100 0.088
```

The total charge is +1. Its frontier orbital gap is 0.217 Ha. The LUMO energy comes out at -4.09 eV. For the HOMO energy, the calculation gives -10.0 eV.